# 1
39
Properties=species:S:1:pos:R:3:forces:R:3:lowdin_charge:R:1 method="wB97M-V/def2-TZVPD" lumo_ev=-0.03 smiles=CCCCO.O.O.O.O.O.O.O.O homo_ev=-10.301
C -1.306 0.214 -0.311 -1.806 0.980 0.921 -0.2553
O -2.028 0.494 -1.517 -0.888 0.023 -0.841 -0.1182
C 0.123 0.159 -0.699 0.470 -4.953 2.578 -0.1961
C 1.004 -0.212 0.587 0.163 0.357 0.593 -0.2168
C 2.425 0.186 0.129 -1.469 0.322 0.141 -0.1130
H -1.520 1.134 0.395 0.498 -1.903 -0.754 0.1406
H -1.694 -0.778 0.121 0.696 1.507 -0.207 0.1467
H -2.972 0.708 -1.401 0.474 -0.648 0.421 0.1081
H 0.533 1.008 -1.109 0.464 2.012 -0.981 0.0749
H 0.316 -0.744 -1.356 -0.166 1.329 0.429 0.0981
H 1.073 -1.337 0.983 -0.803 2.497 -1.244 0.1302
H 0.666 0.470 1.467 0.597 -1.220 -1.389 0.0897
H 2.732 -0.489 -0.664 0.424 -0.011 0.058 0.0766
H 3.033 0.201 0.987 1.396 -0.457 0.844 0.0478
H 2.415 1.219 -0.220 0.020 -0.042 -0.253 0.0633
H 1.916 -2.877 -2.888 0.210 0.639 -0.249 0.0501
H 1.158 -1.676 -3.301 -2.256 0.783 -0.219 -0.0449
O 2.024 -1.990 -3.281 2.345 -1.420 0.372 -0.0415
H -0.860 -1.624 -2.235 -0.215 0.141 -0.009 0.0082
H -1.565 -2.852 -2.970 3.690 1.251 1.536 0.1818
O -0.623 -2.501 -2.560 -4.183 -1.289 -2.148 -0.1128
H 1.903 2.072 3.064 -0.536 0.253 -0.067 0.0637
H 0.735 2.886 2.446 0.390 -0.066 0.098 0.0201
O 0.979 2.340 3.209 0.215 -0.172 -0.029 -0.0546
H -0.872 -1.665 2.847 0.109 3.375 1.669 -0.0631
H -0.530 -3.131 3.193 -0.601 1.206 -1.160 0.0927
O -0.881 -2.505 2.500 0.471 -4.534 -0.629 -0.0435
H -1.634 0.545 2.751 -0.199 0.525 -0.567 0.0194
H -0.377 0.767 3.626 0.575 0.782 -0.210 0.0050
O -1.145 0.221 3.493 -0.376 -1.264 0.734 -0.0313
H -0.265 3.180 0.429 1.079 0.160 -0.161 0.0494
H 0.482 4.006 -0.536 0.237 0.453 -0.512 0.0365
O 0.662 3.467 0.231 -1.487 -0.667 0.661 -0.0542
H -0.277 -2.957 0.488 1.330 -1.048 -1.993 0.0361
H 0.005 -3.216 -1.146 -0.140 0.034 1.384 -0.0206
O 0.337 -3.369 -0.226 -1.102 0.686 1.250 -0.1321
H -2.205 2.297 -1.743 0.192 -0.040 0.228 -0.0216
H -1.664 3.122 -2.808 0.459 0.314 -0.920 0.0295
O -2.101 3.228 -1.975 -0.281 0.106 0.624 -0.0489

---

# 2
44
Properties=species:S:1:pos:R:3:forces:R:3:lowdin_charge:R:1 method="wB97M-V/def2-TZVPD" spin_multiplicity=2 s_squared=0.7584 lumo_ev="-0.16 / -5.50" homo_ev="-10.365 / -9.886"
O -0.928 -1.516 -0.437 -1.344 -0.923 0.309 -0.0083
C 0.174 -0.923 -0.556 1.612 0.087 1.164 -0.5700
O 0.268 0.282 -0.720 0.269 0.037 -0.600 -0.0185
C 1.485 -1.717 -0.302 0.704 -2.139 -3.676 -0.2268
C 1.414 -2.113 1.194 0.480 0.186 0.517 -0.1255
C 0.278 -3.105 1.510 0.128 -1.406 2.232 -0.1823
N -1.013 -2.457 1.941 -0.591 -6.809 -7.452 0.2291
N 2.717 -1.003 -0.910 -3.600 -3.411 -1.048 0.1096
H 1.331 -2.659 -1.023 0.431 1.555 1.723 0.1806
H 1.104 -1.160 1.592 0.388 0.498 1.109 0.1110
H 2.278 -2.519 1.794 -0.316 0.868 -1.419 0.1417
H 0.097 -3.657 0.593 -0.317 -0.491 0.326 0.0948
H 0.638 -3.847 2.400 -1.024 1.750 -2.155 0.1727
H -1.623 -2.295 1.032 1.025 -0.741 2.100 0.1551
H -0.933 -1.643 2.295 0.971 7.237 4.128 0.0124
H 3.108 -0.449 -0.236 1.316 2.416 1.170 0.0131
H 2.522 -0.644 -1.887 0.462 -0.112 2.174 0.1186
H 3.413 3.075 -0.459 1.620 -2.946 0.207 0.1250
H 3.805 2.050 0.575 -0.322 -0.561 3.920 -0.0428
O 3.928 2.166 -0.312 -1.428 3.493 -4.021 -0.0648
H -1.391 3.829 1.008 2.787 -0.067 0.977 -0.0369
H -2.056 2.924 -0.096 0.364 0.474 0.790 0.0083
O -2.131 3.710 0.488 -3.408 -0.174 -1.908 -0.0563
H 0.112 2.355 -1.176 0.979 1.771 2.325 0.0757
H 1.079 1.979 -0.082 -0.951 1.679 -0.272 0.0374
O 0.465 2.757 -0.275 0.529 -2.555 -2.194 -0.1238
H -1.305 -2.981 -1.489 -0.016 -1.263 -1.262 0.0114
H -1.804 -4.225 -1.108 -0.423 -1.135 -0.352 0.0352
O -1.557 -3.847 -1.962 0.641 1.869 2.025 -0.0765
H -3.029 -0.954 -2.428 -1.132 -0.343 1.339 0.0225
H -1.693 -1.888 -2.583 -0.654 -0.729 0.512 -0.0231
O -2.236 -1.172 -2.859 1.553 1.553 -2.633 -0.0027
H 0.446 3.228 3.027 -0.763 0.377 0.647 0.0007
H 0.887 2.388 1.925 -0.242 -0.259 -0.655 -0.0161
O 1.243 2.903 2.641 1.024 -0.145 0.063 -0.0411
H -2.516 0.376 -0.362 -1.064 -1.886 1.000 -0.0050
H -1.267 0.887 -0.973 -1.511 0.636 0.502 0.0263
O -2.211 1.165 -0.729 1.901 1.455 -1.441 -0.0486
H -2.418 2.216 2.125 -1.417 -1.008 -2.415 -0.0153
H -2.009 3.181 2.978 0.652 -0.362 0.742 0.0599
O -1.789 2.244 2.803 0.771 1.263 1.902 -0.0515
H 0.773 0.701 -2.392 0.138 0.429 -0.181 -0.0241
H -0.283 1.002 -3.470 2.570 1.137 0.894 0.1111
O 0.625 1.354 -3.095 -2.792 -1.305 -1.115 -0.0924

---

# 3
42
Properties=species:S:1:pos:R:3:forces:R:3:lowdin_charge:R:1 method="wB97M-V/def2-TZVPD" lumo_ev=0.30 smiles="CCCNC=O.O.O.O.O.O.O.O.O.O" homo_ev=-9.511
C 0.388 0.484 -1.881 -1.471 1.813 0.502 -0.3251
N 1.009 -0.345 -1.037 0.600 0.689 -0.828 0.0398
C 2.459 -0.419 -1.075 0.120 -3.892 -0.297 -0.1634
C 2.857 -2.018 -1.064 -1.139 1.381 0.987 -0.1584
C 2.226 -2.716 0.222 1.828 3.042 0.704 -0.0980
O 0.918 1.410 -2.519 -0.068 -1.163 -0.305 -0.0498
H -0.744 0.460 -1.891 1.001 -0.507 0.251 0.1400
H 0.527 -0.672 -0.211 -0.106 -0.438 -0.658 0.1027
H 2.833 -0.063 -2.039 -0.086 0.560 0.642 0.1201
H 2.833 -0.030 -0.172 0.950 1.108 0.692 0.0890
H 2.405 -2.328 -2.025 0.223 -0.612 0.672 0.0995
H 3.941 -2.155 -1.102 -0.112 0.207 -0.055 0.0875
H 2.421 -2.168 1.229 0.176 0.018 -1.775 0.1049
H 2.613 -3.649 0.533 -0.014 -1.513 -0.620 0.0437
H 1.190 -2.593 0.148 -1.646 -0.916 -0.197 -0.0112
H -1.762 2.263 0.556 -0.843 -1.858 -1.720 -0.0120
H -1.812 3.760 0.716 0.415 -0.908 0.417 0.0839
O -1.486 2.927 1.130 0.395 2.773 1.076 -0.0320
H -0.755 0.094 1.552 -0.272 0.214 0.247 0.0422
H -0.197 0.848 2.692 0.759 0.530 0.419 0.0426
O -0.988 0.377 2.453 -0.221 -0.835 -0.789 -0.0382
H -0.812 2.696 -2.563 2.398 -0.221 -0.106 -0.0352
H -2.020 2.307 -3.360 0.149 0.362 0.628 0.0587
O -1.738 2.737 -2.530 -2.495 -0.160 -0.490 -0.0528
H -3.900 -0.563 0.818 -1.272 0.043 3.151 -0.0675
H -4.237 -0.799 -0.631 0.090 0.068 -0.004 0.0515
O -3.523 -0.631 -0.009 1.266 -0.368 -3.800 -0.0320
H -1.884 -2.472 -1.102 -0.542 -0.014 -0.570 0.0349
H -1.362 -2.077 0.208 -0.579 0.321 2.292 -0.0495
O -1.072 -2.308 -0.639 0.901 -0.549 -2.343 -0.0435
H 0.576 2.387 1.195 0.013 0.138 0.505 -0.0047
H 1.864 2.073 0.522 0.180 -0.162 0.733 -0.0262
O 1.457 2.043 1.423 -0.741 -0.066 -0.632 -0.0917
H -0.565 -3.360 1.900 -0.592 -1.334 1.200 0.0516
H -1.037 -1.683 2.302 -0.913 0.253 2.140 -0.0008
O -0.685 -2.442 1.897 1.523 1.348 -2.479 -0.0148
H 2.734 3.451 -0.913 0.154 -1.801 1.154 0.1289
H 2.650 2.265 -1.671 -0.786 -1.879 -3.336 -0.0171
O 2.752 2.444 -0.784 0.995 4.015 1.849 -0.0449
H -3.274 0.806 2.105 -0.696 -1.571 0.777 0.0723
H -3.101 -0.295 3.186 -0.907 0.362 -1.201 0.0736
O -3.700 -0.049 2.429 1.365 1.520 1.168 -0.0984

---

# 4
55
Properties=species:S:1:pos:R:3:forces:R:3:lowdin_charge:R:1 method="wB97M-V/def2-TZVPD" lumo_ev=2.14 homo_ev=-8.033 total_charge=-1
O -2.612 1.743 1.844 0.000 0.048 0.019 0.1188
C -1.611 1.272 1.379 -0.296 0.155 0.340 -0.3518
O -1.524 0.659 0.223 0.486 0.138 0.205 0.2332
B -0.188 0.020 0.112 -0.966 0.688 1.073 -0.8960
O 0.529 0.476 1.330 0.601 -0.141 -0.186 0.2082
C -0.218 1.245 2.088 -0.818 -0.621 -1.272 -0.3585
O 0.098 1.789 3.095 0.176 0.596 0.726 0.1565
O 0.494 0.437 -1.092 0.213 -0.266 -0.570 0.2775
C 0.789 -0.637 -1.800 -0.222 0.210 0.635 -0.3709
O 1.410 -0.717 -2.811 0.501 -0.051 -0.630 0.1600
C 0.241 -1.838 -1.024 -0.282 -0.571 1.604 -0.3348
O -0.340 -1.437 0.118 0.905 0.462 -1.572 0.2576
O 0.399 -2.991 -1.296 0.051 -0.547 -0.782 0.1358
O 2.249 3.767 4.195 -0.089 -0.081 -0.059 -0.0583
H 1.688 3.048 3.870 -0.030 -0.035 0.019 0.0040
H 1.909 3.956 5.075 0.042 0.010 -0.030 0.0308
O 0.398 1.458 -4.922 0.042 0.055 -0.217 -0.0593
H 1.142 1.976 -5.246 -0.032 -0.035 0.075 0.0270
H 0.628 0.543 -5.124 -0.086 0.022 0.179 0.0287
O -2.371 -0.170 -3.377 0.059 0.001 0.032 -0.0385
H -2.802 0.645 -3.653 0.080 -0.018 -0.002 0.0395
H -1.905 0.071 -2.569 -0.131 0.070 -0.017 0.0146
O 2.486 3.403 1.015 0.004 0.062 0.161 -0.0514
H 2.682 3.927 1.803 -0.079 -0.112 -0.014 0.0164
H 2.264 2.528 1.355 0.084 0.030 -0.107 0.0172
O -1.466 -4.530 -3.344 0.014 -0.214 0.156 -0.0524
H -1.013 -5.248 -3.796 0.021 0.119 -0.048 0.0262
H -0.857 -4.261 -2.644 -0.031 0.127 -0.183 -0.0088
O 4.657 -1.406 -2.469 -0.029 -0.045 -0.083 -0.0538
H 4.410 -2.269 -2.121 -0.013 0.052 -0.043 0.0341
H 3.891 -1.127 -2.986 -0.033 -0.151 0.109 0.0064
O -3.047 4.317 2.670 -0.409 0.009 -0.187 -0.0710
H -2.429 4.025 3.342 0.051 -0.103 -0.054 0.0054
H -3.315 3.492 2.228 0.317 0.400 0.293 0.0107
O -4.295 -0.392 0.011 -0.207 -0.042 0.076 -0.0624
H -4.034 -0.553 0.930 -0.018 -0.035 -0.108 -0.0095
H -3.852 0.428 -0.223 0.071 -0.043 0.048 0.0088
O -3.712 -0.872 2.921 0.024 0.058 0.199 -0.0392
H -3.751 -0.009 3.353 0.057 -0.033 -0.118 0.0450
H -3.024 -1.352 3.395 -0.044 -0.019 -0.110 0.0543
O 1.746 -3.728 -4.194 0.261 -0.008 0.082 -0.0597
H 1.840 -4.552 -3.706 -0.011 0.073 0.016 0.0294
H 1.800 -3.040 -3.516 -0.289 0.003 -0.082 -0.0022
O 2.803 -1.074 2.220 0.087 -0.227 -0.140 -0.0528
H 1.916 -1.046 1.838 0.160 0.164 0.174 0.0095
H 3.382 -0.784 1.506 -0.060 0.039 0.056 0.0366
O -1.766 -4.328 0.232 0.082 0.052 -0.108 -0.0578
H -1.247 -3.781 -0.380 -0.142 -0.255 0.384 -0.0093
H -1.415 -5.217 0.117 -0.015 0.054 -0.048 0.0281
O 3.527 1.646 -2.034 0.066 0.074 -0.049 -0.0444
H 3.500 1.027 -2.769 -0.090 0.035 0.051 0.0042
H 4.022 2.403 -2.364 -0.049 -0.025 0.092 0.0355
O -1.494 1.987 5.675 -0.060 0.140 0.168 -0.0565
H -1.300 2.415 6.516 -0.052 -0.030 -0.065 0.0314
H -1.311 2.656 5.005 0.125 -0.239 -0.089 0.0079

---

How do the records compare in energy relative to the best compared isomer or geometry (same formula, charge and spin)? In the order shown, they have 263.5 371.0 260.5 143.6 kJ/mol.